{"formula": "C33H59FO27", "method": "ωB97M-V/def2-TZVPD", "symbols": ["C", "O", "C", "O", "O", "C", "H", "H", "H", "H", "H", "H", "C", "O", "C", "O", "O", "C", "H", "H", "H", "H", "H", "H", "C", "O", "C", "O", "O", "C", "H", "H", "H", "H", "H", "H", "C", "O", "C", "O", "O", "C", "H", "H", "H", "H", "H", "H", "C", "O", "C", "O", "O", "C", "H", "H", "H", "H", "H", "H", "C", "O", "C", "O", "O", "C", "H", "H", "H", "H", "H", "H", "C", "O", "C", "O", "O", "C", "H", "H", "H", "H", "H", "H", "C", "O", "C", "O", "O", "C", "H", "H", "H", "H", "H", "H", "C", "O", "C", "O", "O", "C", "H", "H", "H", "H", "H", "H", "F", "C", "C", "C", "C", "C", "C", "H", "H", "H", "H", "H"], "coordinates": [[5.284971, -3.323469, -4.752685], [4.202927, -2.413848, -4.554388], [4.396109, -1.364950, -3.718980], [5.515908, -1.059942, -3.164991], [3.182566, -0.816562, -3.503779], [3.146335, 0.297721, -2.593478], [5.352308, -3.962831, -3.872468], [6.184636, -2.885155, -5.184635], [5.098740, -4.046480, -5.546831], [3.126283, -0.091418, -1.575498], [2.229242, 0.876088, -2.705432], [4.020668, 0.916876, -2.794168], [-0.322797, 0.086994, 5.133644], [1.090678, -0.031216, 5.176044], [1.764657, -1.055808, 4.638110], [2.973284, -1.055668, 4.524451], [0.870845, -2.115972, 4.368254], [1.355478, -3.277387, 3.777137], [-0.651272, -0.033384, 4.101313], [-0.655977, 0.963970, 5.688633], [-0.742479, -0.758671, 5.678458], [2.093624, -3.761365, 4.416673], [1.831215, -3.198412, 2.799622], [0.505264, -3.957952, 3.731590], [-3.772121, 2.249828, -0.506753], [-4.566450, 2.225336, -1.650415], [-4.982412, 1.019048, -2.112957], [-4.548942, -0.127823, -1.743198], [-6.018860, 1.257157, -2.997967], [-6.137053, 2.516399, -3.704899], [-4.408112, 2.209325, 0.377537], [-3.324227, 3.231708, -0.353762], [-3.081244, 1.412949, -0.404705], [-6.726395, 2.337378, -4.604190], [-5.172177, 2.867173, -4.071050], [-6.572362, 3.379639, -3.201487], [-2.461167, -7.597224, -4.009422], [-2.118278, -6.172580, -4.039181], [-2.679090, -5.476197, -3.033812], [-3.313548, -5.986135, -2.141004], [-2.318219, -4.211074, -3.186096], [-2.687855, -3.275105, -2.122539], [-2.262017, -7.966705, -3.003475], [-1.971865, -8.091295, -4.848822], [-3.542347, -7.666470, -4.129185], [-2.919933, -3.734124, -1.161527], [-3.605942, -2.743575, -2.372928], [-1.984392, -2.456825, -1.968693], [6.813765, 0.914330, -0.847984], [5.909699, 0.687926, 0.184526], [5.113751, 1.702556, 0.618874], [5.103311, 2.881272, 0.209533], [4.281784, 1.227596, 1.571905], [3.367378, 2.174267, 2.141166], [7.367724, 0.029320, -1.161031], [7.492858, 1.723459, -0.579214], [6.288930, 1.312892, -1.716199], [2.529721, 1.545712, 2.443417], [2.893683, 2.731117, 1.332695], [3.701850, 2.830836, 2.944377], [-1.604069, 1.810043, -3.473680], [-0.271450, 2.135521, -3.258762], [0.028515, 2.787861, -2.135882], [-0.766893, 3.018745, -1.217801], [1.304851, 3.240787, -2.259006], [1.915856, 3.935576, -1.167174], [-2.178277, 2.731145, -3.573490], [-2.092065, 1.286684, -2.651456], [-1.603940, 1.134372, -4.329004], [2.110116, 3.245463, -0.346127], [1.495063, 4.902447, -0.891140], [2.953118, 4.113242, -1.451110], [-1.274336, -0.201884, 0.327696], [-0.404886, -1.288069, 0.207612], [0.890744, -0.914030, 0.188487], [1.310865, 0.241362, 0.085082], [1.644554, -2.010187, 0.496606], [3.055511, -1.867452, 0.792593], [-1.188539, 0.393598, -0.581227], [-0.996893, 0.302699, 1.253182], [-2.315188, -0.468158, 0.511654], [3.521811, -1.699228, -0.178157], [3.415209, -2.795072, 1.237836], [3.111803, -0.974729, 1.415481], [-0.069985, -4.903499, -0.436010], [0.264611, -4.172790, -1.668346], [1.403363, -4.264438, -2.351581], [2.341863, -5.054747, -2.072899], [1.500804, -3.324867, -3.291520], [0.423123, -2.534868, -3.670541], [-0.097823, -5.961554, -0.696476], [-1.039244, -4.647100, -0.008317], [0.658849, -4.738870, 0.357582], [-0.586573, -2.921724, -3.808233], [0.696020, -1.977170, -4.566414], [0.305800, -1.749369, -2.923998], [-0.206021, 3.027511, 1.921822], [0.636961, 4.149065, 2.119041], [0.543030, 4.860762, 3.324650], [-0.301262, 4.589301, 4.137236], [1.400008, 5.857633, 3.282336], [1.732899, 6.607131, 4.361884], [-1.076133, 3.312692, 1.330495], [-0.537811, 2.548215, 2.842846], [0.271937, 2.247230, 1.329521], [1.606845, 7.685236, 4.262438], [2.783993, 6.539277, 4.642416], [1.175667, 6.266410, 5.234527], [-2.752353, 1.347429, 2.565224], [-3.763324, 1.580657, 3.465446], [-4.752275, 0.613065, 3.666433], [-5.775584, 0.908171, 4.549225], [-5.833563, 2.198007, 5.111921], [-4.878602, 3.123689, 4.862399], [-3.817034, 2.834804, 4.089513], [-4.709590, -0.327541, 3.137449], [-6.466048, 0.103686, 4.755299], [-6.601434, 2.443152, 5.830718], [-4.978200, 4.151647, 5.178274], [-3.107052, 3.629783, 3.915296]], "forces_ev_per_angstrom": [[0.21, -0.80, -0.39], [0.17, 1.02, 0.01], [3.06, -0.37, 1.88], [-4.73, -0.88, -2.31], [0.94, -0.03, -0.40], [0.38, -0.06, 0.25], [0.73, 0.49, 0.20], [0.22, 0.56, 1.09], [-1.25, 0.25, -0.14], [0.36, 0.17, -0.03], [0.06, -0.30, -0.56], [-0.11, 0.10, 0.33], [-0.49, -1.64, 0.25], [1.16, 0.47, -0.16], [-0.16, -1.12, 0.33], [-2.10, -0.36, -0.21], [0.93, 2.79, 0.22], [0.76, -1.66, 0.16], [-0.28, 0.63, 0.07], [0.46, 0.29, -0.62], [-0.15, -0.11, -0.01], [0.12, 0.07, 0.18], [-0.35, 0.57, -0.05], [-0.01, 0.12, -0.22], [0.28, 0.12, 2.33], [-0.45, -1.10, -1.22], [0.34, -1.98, 0.89], [-2.12, 5.10, -1.84], [1.23, -0.84, 0.66], [0.65, 0.26, -0.67], [-0.44, -0.44, 0.05], [0.44, -0.21, -0.88], [0.07, 0.39, -0.48], [-0.14, -0.42, 0.29], [0.22, -0.25, 0.19], [-0.15, -0.55, 0.76], [-0.72, 1.06, 0.32], [-0.25, -0.54, -0.13], [0.60, -1.00, 0.10], [-0.05, 0.67, -0.12], [-0.26, 1.21, 1.05], [-1.16, 0.34, 0.08], [0.43, -0.33, -0.34], [0.25, 0.22, 0.40], [-0.02, -0.12, -0.16], [0.43, -0.50, -0.25], [-0.17, -0.29, -0.49], [0.68, -0.67, -0.41], [0.55, 1.79, -1.44], [-1.75, 0.04, 1.77], [0.05, 1.91, -0.92], [0.34, -3.19, 0.80], [1.30, 0.38, -0.31], [-1.63, -0.53, -1.08], [-0.43, -0.15, 0.57], [0.30, -0.15, 0.22], [-0.10, -0.27, -0.17], [0.23, -0.05, 0.68], [0.52, 0.47, 0.17], [0.54, -0.33, -0.21], [-1.35, -0.37, 0.16], [1.63, 0.08, 0.58], [-0.57, 1.51, 1.35], [1.84, -0.56, -1.76], [-1.29, -0.41, 0.03], [1.33, -0.48, 0.35], [-0.13, -0.06, -0.56], [0.39, -0.18, 0.28], [-0.23, 0.44, -0.14], [-0.93, 0.18, 0.28], [-0.56, -0.43, -0.01], [-0.13, 0.20, -0.65], [-0.50, 1.16, 0.40], [1.25, -1.21, -0.31], [1.47, 0.39, 1.43], [-0.81, -2.16, -0.09], [-1.59, 0.21, -0.50], [-0.79, 1.15, -0.98], [-0.12, 0.47, 0.38], [0.08, 0.70, -0.38], [0.18, -0.84, -0.46], [0.53, 0.01, 0.29], [-0.27, 0.24, 0.04], [0.72, -0.29, 0.15], [1.14, -0.78, -0.71], [-1.37, 0.55, 0.74], [2.63, -2.10, 2.09], [-2.88, 2.42, -1.10], [0.62, -1.90, -0.16], [-1.05, 2.44, 0.08], [0.11, -0.01, 0.14], [-0.02, 0.62, -0.85], [0.29, 0.12, -0.37], [0.57, -1.02, 0.01], [0.31, -0.43, -0.11], [-0.07, 0.18, 0.30], [-0.90, -0.57, 0.03], [1.12, 1.29, 1.42], [-1.67, -1.79, -1.96], [0.73, 0.49, 0.50], [0.33, -0.99, -2.60], [0.38, 1.07, 3.25], [-0.08, 0.20, 0.18], [0.09, 0.38, 0.19], [0.62, 0.40, -0.04], [-0.63, -0.10, -0.63], [0.22, -0.59, -0.42], [-0.16, 0.19, 0.09], [-0.54, -0.10, 0.55], [-0.15, 0.52, -0.01], [0.99, 0.59, -0.28], [0.37, 0.72, 0.11], [-1.45, -1.90, 0.79], [-0.52, 1.26, 0.38], [1.54, -0.92, -1.83], [0.10, -0.08, 0.02], [-0.36, 0.31, 0.20], [-0.31, -0.07, -0.14], [-0.08, -0.05, 0.50], [0.43, -0.31, -0.30]], "lowdin_charge": [-0.046, -0.013, -0.486, 0.044, -0.012, -0.003, 0.105, 0.095, 0.086, 0.071, 0.082, 0.098, -0.039, -0.007, -0.513, 0.135, -0.047, -0.071, 0.087, 0.104, 0.092, 0.099, 0.069, 0.099, -0.066, -0.032, -0.455, 0.059, -0.015, -0.043, 0.096, 0.101, 0.058, 0.093, 0.086, 0.093, -0.015, -0.010, -0.620, 0.110, -0.008, -0.016, 0.092, 0.095, 0.091, 0.091, 0.086, 0.077, -0.074, -0.008, -0.510, 0.080, -0.017, -0.030, 0.100, 0.095, 0.083, 0.084, 0.058, 0.109, -0.051, 0.003, -0.534, 0.091, -0.010, -0.020, 0.106, 0.070, 0.109, 0.067, 0.107, 0.094, -0.060, -0.003, -0.516, 0.095, -0.044, 0.010, 0.086, 0.082, 0.099, 0.090, 0.102, 0.084, 0.015, -0.036, -0.538, 0.072, 0.017, -0.060, 0.098, 0.087, 0.086, 0.082, 0.104, 0.087, -0.076, -0.030, -0.531, 0.124, 0.031, -0.082, 0.085, 0.076, 0.061, 0.099, 0.097, 0.099, 0.015, -0.234, -0.020, -0.066, -0.090, -0.117, -0.016, 0.115, 0.105, 0.103, 0.117, 0.115], "de_lowest_kcal_mol": 92.9, "homo_lumo_gap_ev": 10.051, "charge": 0, "multiplicity": 1, "homo_ev": -9.6, "molar_mass_g_mol": 906.8, "energy_ev": -93174.020, "smiles": "COC(=O)OC.COC(=O)OC.COC(=O)OC.COC(=O)OC.COC(=O)OC.COC(=O)OC.COC(=O)OC.COC(=O)OC.COC(=O)OC.Fc1ccccc1"}